Entry from the Open Molecules 2025 dataset: a single C5H6O2 molecule (ωB97M-V/def2-TZVPD).

Structure (XYZ):
```
13
Properties=species:S:1:pos:R:3:forces:R:3:nbo_charge:R:1
C -0.4870 2.2673 -0.1890 -0.04 -0.35 0.10 -0.20
C -0.3818 1.1161 0.1433 0.03 0.50 -0.22 -0.05
C -0.2011 -0.2883 0.5310 -0.08 -0.08 0.11 0.02
C -1.3440 -1.1747 0.0529 -0.07 -0.08 0.00 -0.60
O 1.0050 -0.8839 0.0079 0.04 -0.11 -0.08 -0.50
C 2.0469 -0.1309 -0.3874 0.22 0.16 -0.05 0.64
O 3.0626 -0.6141 -0.7932 -0.30 0.01 0.13 -0.55
H -0.5718 3.2893 -0.4910 -0.03 -0.20 0.08 0.25
H -0.1288 -0.3379 1.6242 0.00 0.02 -0.13 0.21
H -1.4288 -1.1255 -1.0369 0.03 0.00 0.19 0.22
H -2.2907 -0.8582 0.4991 0.15 0.02 -0.06 0.22
H -1.1440 -2.2094 0.3493 -0.02 0.20 -0.07 0.23
H 1.8634 0.9502 -0.3102 0.07 -0.08 0.01 0.12
```
Forces are in eV/Å.

## Properties
HOMO energy, eV: -10.301
Lowest unoccupied orbital energy, eV: 0.84
Orbital gap, eV: 11.14
Relative energy (zero: lowest compared OMol25 entry of this formula, charge and spin), kJ/mol: 200.80
SMILES: C#C[C@@H](C)OC=O
DFT total energy, eV: -9375.01444
Multiplicity: 1

Entry from the Open Molecules 2025 dataset: a molecular structure, C5H6O2 (ωB97M-V/def2-TZVPD).

Structure (XYZ):
```
13
Properties=species:S:1:pos:R:3:forces:R:3:nbo_charge:R:1
O 2.2477 1.6588 -1.0466 -0.24 -0.31 0.40 -0.49
C 1.6805 0.9422 -0.2586 0.14 0.22 -0.23 0.41
C 0.8613 -0.2362 -0.7294 -0.02 0.10 -0.17 -0.08
O 0.5973 -1.2753 0.1869 0.11 -0.17 0.07 -0.48
C -0.8136 -0.9180 1.3580 -0.15 -0.01 -0.02 -0.09
C -1.2232 0.3607 0.6174 0.03 0.14 -0.02 -0.56
C -0.5878 -0.2413 -0.5457 -0.12 0.02 -0.15 0.11
H 1.7135 1.1158 0.8350 0.02 -0.04 -0.10 0.13
H 1.2145 -0.6093 -1.6926 -0.06 0.07 0.09 0.22
H -1.4425 -1.7326 0.9527 0.12 0.12 0.09 0.12
H -2.3034 0.4630 0.5038 0.13 -0.09 0.02 0.25
H -0.7743 1.2735 1.0151 -0.06 -0.13 -0.10 0.21
H -1.1757 -0.8376 -1.2345 0.09 0.08 0.10 0.23
```
Forces are in eV/Å.

## Properties
HOMO energy, eV: -8.097
Lowest unoccupied orbital energy, eV: 0.40
Orbital gap, eV: 8.49
Relative energy (zero: lowest compared OMol25 entry of this formula, charge and spin), kJ/mol: 615.41
DFT total energy, eV: -9370.71734
Multiplicity: 1

Entry from the Open Molecules 2025 dataset: a molecular structure, C5H6O2 (ωB97M-V/def2-TZVPD).

Structure (XYZ):
```
13
Properties=species:S:1:pos:R:3:forces:R:3:nbo_charge:R:1
C -1.1270 0.1280 0.3437 -1.89 -1.47 6.82 -0.40
C -0.3164 0.8287 -0.6148 -0.48 2.99 -4.07 0.03
C -0.4220 -1.0827 -0.1158 2.59 -0.12 -3.17 0.02
C 1.0409 -0.6084 0.4129 -1.11 -2.30 2.64 0.04
C 1.0336 0.7749 0.0026 2.24 -0.21 -1.05 -0.02
H -2.1441 0.0569 0.2199 -2.45 0.31 -0.75 0.22
H -1.0201 0.2050 1.6224 0.03 0.56 -3.44 0.17
H -0.6561 1.8651 -1.1386 0.75 -2.68 1.12 0.21
H -0.6952 -2.1296 -0.4501 0.10 1.02 1.82 0.24
H 1.2126 -0.9767 1.5534 0.79 0.61 -2.98 0.20
H 1.6075 1.6940 0.3377 -0.71 -1.68 -0.19 0.23
O -0.3295 -0.4122 -1.4661 -1.15 1.54 1.13 -0.49
O 1.8159 -0.3428 -0.7072 1.29 1.43 2.12 -0.44
```
Forces are in eV/Å.

## Properties
HOMO energy, eV: -9.841
Lowest unoccupied orbital energy, eV: 0.96
Orbital gap, eV: 10.80
Relative energy (zero: lowest compared OMol25 entry of this formula, charge and spin), kJ/mol: 549.46
DFT total energy, eV: -9371.40092
Multiplicity: 1

Entry from the Open Molecules 2025 dataset: a single C5H6O2 molecule (ωB97M-V/def2-TZVPD).

Structure (XYZ):
```
13
Properties=species:S:1:pos:R:3:forces:R:3:nbo_charge:R:1
O -2.8719 -0.1326 0.0689 -0.22 0.57 -0.56 -0.57
C -1.6705 -0.0619 -0.0458 -2.04 1.36 1.62 0.73
C -0.9296 1.2115 -0.0086 2.51 1.48 -0.16 -0.34
C 0.4483 1.1588 -0.0289 -2.08 1.29 -0.01 -0.10
C 1.2743 -0.1054 0.1070 -2.72 1.21 -2.24 -0.49
C 0.3586 -1.3375 -0.0250 1.81 -1.30 -0.31 -0.07
O -1.0289 -1.1938 -0.0171 0.30 -0.89 0.32 -0.47
H -1.4428 2.2514 0.0758 0.64 -2.38 -0.51 0.25
H 0.9791 2.1363 -0.1750 -0.32 -1.06 0.53 0.21
H 2.0071 0.0403 -0.6747 0.36 -0.86 -0.33 0.23
H 1.7683 -0.0264 1.0000 1.26 -0.10 2.42 0.23
H 0.5172 -1.7947 -0.9879 0.61 -0.21 -0.44 0.19
H 0.5908 -2.1461 0.7114 -0.11 0.88 -0.32 0.20
```
Forces are in eV/Å.

## Properties
HOMO energy, eV: -9.950
Lowest unoccupied orbital energy, eV: 0.62
Orbital gap, eV: 10.57
Relative energy (zero: lowest compared OMol25 entry of this formula, charge and spin), kJ/mol: 112.94
SMILES: O=C1C=CCCO1
DFT total energy, eV: -9375.92507
Multiplicity: 1

Entry from the Open Molecules 2025 dataset: a single C5H6O2 molecule (ωB97M-V/def2-TZVPD).

Structure (XYZ):
```
13
Properties=species:S:1:pos:R:3:forces:R:3:nbo_charge:R:1
C 2.7877 -0.8741 0.2900 -0.37 0.14 -0.30 -0.15
C 1.8248 -0.4960 -0.3302 0.48 -0.18 0.33 -0.15
C 0.5622 0.0530 -0.8423 -0.06 0.12 -0.39 0.50
O 0.3877 0.3666 -1.9954 0.11 -0.13 0.56 -0.47
C -0.4831 0.1615 0.2744 -0.05 0.29 -0.06 0.02
C -1.7403 0.8768 -0.1629 -0.05 0.01 -0.04 -0.63
O -0.8221 -1.1546 0.6789 0.18 -0.15 0.14 -0.70
H 3.6585 -1.2004 0.8166 -0.12 0.02 -0.13 0.24
H -0.0018 0.7051 1.1041 -0.07 -0.06 -0.11 0.17
H -2.3404 1.1419 0.7116 0.07 -0.07 -0.13 0.22
H -2.3307 0.2283 -0.8143 0.09 0.09 0.03 0.23
H -1.4874 1.7865 -0.7136 -0.05 -0.11 0.09 0.23
H -0.0152 -1.5946 0.9829 -0.17 0.03 0.01 0.48
```
Forces are in eV/Å.

## Properties
HOMO energy, eV: -10.139
Lowest unoccupied orbital energy, eV: 0.06
Orbital gap, eV: 10.20
Relative energy (zero: lowest compared OMol25 entry of this formula, charge and spin), kJ/mol: 225.58
SMILES: C#CC(=O)[C@@H](C)O
DFT total energy, eV: -9374.75761
Multiplicity: 1

Entry from the Open Molecules 2025 dataset: a single C5H6O2 molecule (ωB97M-V/def2-TZVPD).

Structure (XYZ):
```
13
Properties=species:S:1:pos:R:3:forces:R:3:nbo_charge:R:1
O -1.8551 -1.1284 0.6991 0.14 -0.15 0.16 -0.73
C -1.6019 0.2665 0.6044 -0.09 0.38 -0.09 -0.15
C -0.2433 0.7864 0.2488 -0.18 -0.17 0.25 -0.22
C 0.9327 0.0227 0.4720 0.00 0.11 0.22 0.29
C 1.9119 0.5005 -0.6111 0.17 0.08 -0.09 -0.39
C 0.5827 -0.0663 -0.9518 0.04 -0.10 -0.58 0.03
O 0.9004 -1.3012 0.1385 -0.02 0.03 0.13 -0.50
H -1.1360 -1.5310 1.2012 -0.09 -0.03 -0.19 0.47
H -1.8584 0.7824 1.5458 0.06 -0.09 -0.12 0.19
H -2.3172 0.6347 -0.1386 0.10 0.00 0.11 0.19
H 2.7792 -0.1294 -0.7816 -0.16 0.06 0.05 0.24
H 2.0199 1.5740 -0.7259 -0.05 -0.17 0.00 0.25
H -0.1149 -0.4109 -1.7008 0.05 0.04 0.15 0.32
```
Forces are in eV/Å.

## Properties
HOMO energy, eV: -8.493
Lowest unoccupied orbital energy, eV: 0.29
Orbital gap, eV: 8.78
Relative energy (zero: lowest compared OMol25 entry of this formula, charge and spin), kJ/mol: 683.52
DFT total energy, eV: -9370.01144
Multiplicity: 1

Entry from the Open Molecules 2025 dataset: a single C5H6O2 molecule (ωB97M-V/def2-TZVPD).

Structure (XYZ):
```
13
Properties=species:S:1:pos:R:3:forces:R:3:nbo_charge:R:1
C 2.1583 1.2204 0.0317 -0.15 0.07 0.02 -0.46
C 0.8925 0.8921 0.0912 0.12 -0.11 -0.13 0.12
C -0.1618 0.1260 -0.0198 0.22 0.11 0.01 -0.23
C 0.4004 -1.1600 -0.5757 -0.07 -0.47 0.15 0.44
O 0.3388 -2.2195 -0.0025 -0.38 0.29 -0.31 -0.53
C -1.6069 0.2593 0.4256 0.16 0.27 0.15 -0.07
O -2.4505 -0.6482 -0.2476 0.05 -0.25 0.08 -0.71
H 2.8435 0.8780 0.8041 -0.09 0.21 -0.03 0.23
H 2.5613 1.7944 -0.7966 -0.07 0.10 0.15 0.23
H 0.9810 -1.0206 -1.5096 -0.03 -0.17 0.13 0.12
H -1.6949 0.1497 1.5156 0.10 -0.03 -0.16 0.18
H -1.9736 1.2586 0.1717 0.15 -0.12 0.05 0.20
H -2.2882 -1.5303 0.1117 -0.01 0.08 -0.12 0.48
```
Forces are in eV/Å.

## Properties
HOMO energy, eV: -9.809
Lowest unoccupied orbital energy, eV: 0.57
Orbital gap, eV: 10.38
Relative energy (zero: lowest compared OMol25 entry of this formula, charge and spin), kJ/mol: 256.82
SMILES: C=C=C(C=O)CO
DFT total energy, eV: -9374.43389
Multiplicity: 1

Entry from the Open Molecules 2025 dataset: a single C5H6O2 molecule (ωB97M-V/def2-TZVPD).

Structure (XYZ):
```
13
Properties=species:S:1:pos:R:3:forces:R:3:nbo_charge:R:1
O 2.1888 -1.0205 -0.1472 -0.20 0.26 -0.11 -0.52
C 1.4421 -0.2193 -0.6532 0.25 -0.17 0.11 0.45
C 0.1271 0.1869 -0.0846 0.14 0.03 -0.19 -0.32
C -0.3768 1.5291 -0.4918 -0.34 0.20 -0.23 0.45
O -1.4152 1.7449 -1.0662 0.27 -0.16 0.30 -0.50
C -0.3078 -0.3539 1.2501 -0.05 -0.18 0.16 -0.38
C -0.8031 -0.9933 -0.0055 -0.26 -0.21 0.08 -0.37
H 1.6395 0.1877 -1.6669 0.15 0.06 0.14 0.12
H 0.2866 2.3665 -0.2017 0.02 0.05 -0.08 0.12
H -1.0344 0.2363 1.8100 0.33 -0.10 -0.12 0.23
H 0.4465 -0.8891 1.8162 -0.08 0.15 0.01 0.24
H -1.8323 -0.8097 -0.2868 0.08 -0.12 -0.08 0.24
H -0.3492 -1.9431 -0.2823 -0.30 0.18 0.03 0.23
```
Forces are in eV/Å.

## Properties
HOMO energy, eV: -10.180
Lowest unoccupied orbital energy, eV: 0.57
Orbital gap, eV: 10.75
Relative energy (zero: lowest compared OMol25 entry of this formula, charge and spin), kJ/mol: 146.52
SMILES: O=CC1(C=O)CC1
DFT total energy, eV: -9375.57704
Multiplicity: 1

Entry from the Open Molecules 2025 dataset: a single C5H6O2 molecule (ωB97M-V/def2-TZVPD).

Structure (XYZ):
```
13
Properties=species:S:1:pos:R:3:forces:R:3:nbo_charge:R:1
O -2.7009 1.2339 -0.5599 0.11 -0.51 0.02 -0.51
C -2.1932 0.1436 -0.5171 -0.18 0.32 -0.05 0.46
C -1.7323 -0.5276 0.7711 -0.02 0.05 0.07 -0.57
C -0.2732 -0.4431 0.6813 0.52 0.11 -0.17 0.00
C 0.8819 -0.2555 0.3916 -0.43 -0.07 0.14 -0.04
C 2.2758 0.0309 0.0162 0.07 -0.20 0.30 -0.13
O 2.3942 0.5826 -1.2789 -0.09 0.25 -0.04 -0.69
H -1.9462 -0.4277 -1.4354 -0.10 0.10 0.04 0.12
H -2.1347 0.0163 1.6305 0.10 -0.06 -0.12 0.25
H -2.0711 -1.5704 0.8073 0.07 0.16 -0.04 0.25
H 2.7210 0.6868 0.7779 -0.04 -0.10 -0.12 0.19
H 2.8528 -0.8972 0.0017 -0.06 0.10 0.03 0.21
H 1.9259 1.4272 -1.2864 0.05 -0.14 -0.06 0.47
```
Forces are in eV/Å.

## Properties
HOMO energy, eV: -9.838
Lowest unoccupied orbital energy, eV: 0.74
Orbital gap, eV: 10.58
Relative energy (zero: lowest compared OMol25 entry of this formula, charge and spin), kJ/mol: 236.51
SMILES: O=CCC#CCO
DFT total energy, eV: -9374.64436
Multiplicity: 1